The following is a DFT calculation (wB97M-V/def2-TZVPD) of 2 unconnected molecules or ions with the total composition C3H4INO in a non-equilibrium geometry.

## Properties
Kohn-Sham gap   8.946 eV
HOMO level   -9.141 eV
Multiplicity   1
Molar mass   196.97 g mol⁻¹
LUMO level   -0.195 eV
Max |F|   4.52 eV Å⁻¹
Energy   -544.2654 Ha

CARTESIAN COORDINATES (ANGSTROEM)
C: -0.72 1.28 0.26
C: -0.34 -0.90 0.34
C: 0.66 -0.10 -0.56
N: 0.33 1.23 -0.47
O: -1.15 0.17 0.81
I: 2.81 -0.21 0.00
H: -1.09 2.19 0.77
H: -1.04 -1.80 -0.09
H: 0.16 -1.42 1.18
H: 0.39 -0.44 -2.24

=====

The following is a DFT calculation (wB97M-V/def2-TZVPD) of a single C23H30N2O2S molecule.

## Properties
Kohn-Sham gap   8.943 eV
HOMO level   -8.266 eV
Multiplicity   1
Molar mass   398.57 g mol⁻¹
LUMO level   0.678 eV
Max |F|   0.78 eV Å⁻¹
Energy   -1552.6229 Ha

CARTESIAN COORDINATES (ANGSTROEM)
C: -9.33 -0.82 -1.35
S: -9.28 -0.40 0.41
C: -7.53 0.07 0.57
C: -6.60 -1.14 0.56
N: -5.22 -0.75 0.70
C: -4.43 -0.54 -0.38
O: -4.82 -0.75 -1.52
C: -3.05 -0.05 -0.08
C: -2.39 0.65 -1.08
C: -1.11 1.14 -0.88
C: -0.46 0.91 0.33
O: 0.78 1.35 0.66
C: 1.59 2.03 -0.28
C: 2.69 2.74 0.51
C: 3.65 1.71 1.12
N: 4.22 0.80 0.15
C: 5.29 1.35 -0.65
C: 6.65 1.10 0.02
C: 6.95 -0.37 0.05
C: 6.38 -1.18 1.03
C: 6.61 -2.54 1.03
C: 7.41 -3.12 0.06
C: 7.98 -2.32 -0.91
C: 7.75 -0.96 -0.92
C: 3.17 0.11 -0.57
C: 2.21 1.06 -1.29
C: -1.12 0.18 1.32
C: -2.40 -0.29 1.12
H: -8.94 0.01 -1.93
H: -8.75 -1.73 -1.53
H: -10.37 -1.00 -1.60
H: -7.29 0.76 -0.24
H: -7.46 0.60 1.53
H: -6.68 -1.65 -0.41
H: -6.88 -1.83 1.36
H: -4.93 -0.41 1.60
H: -2.89 0.81 -2.02
H: -0.63 1.68 -1.68
H: 0.98 2.79 -0.80
H: 3.23 3.41 -0.17
H: 2.24 3.34 1.30
H: 4.46 2.23 1.64
H: 3.10 1.12 1.85
H: 5.17 2.43 -0.82
H: 5.29 0.86 -1.63
H: 6.62 1.50 1.04
H: 7.42 1.63 -0.54
H: 5.75 -0.73 1.78
H: 6.16 -3.16 1.80
H: 7.59 -4.18 0.07
H: 8.61 -2.76 -1.67
H: 8.19 -0.34 -1.69
H: 3.63 -0.58 -1.28
H: 2.60 -0.48 0.16
H: 2.74 1.64 -2.05
H: 1.43 0.48 -1.79
H: -0.60 0.00 2.25
H: -2.86 -0.87 1.90

=====

The following is a DFT calculation (wB97M-V/def2-TZVPD) of a single C6H6OS molecule in a non-equilibrium geometry.

## Properties
Kohn-Sham gap   9.599 eV
HOMO level   -8.834 eV
Multiplicity   1
Molar mass   126.18 g mol⁻¹
LUMO level   0.765 eV
Max |F|   2.80 eV Å⁻¹
Energy   -705.4389 Ha

CARTESIAN COORDINATES (ANGSTROEM)
C: -3.27 -0.60 -0.55
C: -2.26 -0.25 0.02
C: -1.07 0.22 0.69
C: 0.12 0.56 -0.24
O: 1.24 1.31 -0.18
C: 2.32 0.31 -0.37
S: 1.59 -1.50 -0.08
C: 0.33 -0.58 0.71
H: -4.09 -0.90 -1.16
H: -1.25 0.66 1.70
H: -0.14 0.24 -1.22
H: 2.73 0.26 -1.38
H: 3.07 0.50 0.39
H: 0.68 -0.23 1.67